[1]
Computed, not measured: a gas-phase ion, C3H7NO3P (charge -1) in a non-equilibrium geometry, with ωB97M-V/def2-TZVPD.

Summary:
Total energy: -740.4023 hartree
Molecular weight: 136.07 g/mol
SMILES string: C[C@H](O)P(N)C(=O)[O-]
ΔE to the lowest compared entry with this formula, charge and spin: 2.070 eV
Net charge: -1
LUMO: 4.149 eV

XYZ file:
```
15
C3H7NO3P ωB97M-V/def2-TZVPD
C -1.93682 0.43980 -0.21420
C -0.47303 0.72030 0.17302
O -0.09204 2.08129 -0.07866
P 0.55247 -0.48751 -0.88801
N 0.19141 -1.93597 -0.09063
C 2.09631 0.03419 0.05610
O 2.27400 1.26273 -0.03109
O 2.76049 -0.80696 0.65481
H -2.25319 0.97633 -1.02988
H -2.71551 0.85365 0.50012
H -2.12469 -0.58461 -0.23063
H -0.18005 0.30346 1.15890
H 0.96533 2.18392 -0.09271
H 0.82492 -2.22143 0.65497
H 0.11041 -2.81918 -0.54212
```


[2]
Computed, not measured: a molecular structure, C27H28BCoF4N9O in a non-equilibrium geometry, with ωB97M-V/def2-TZVPD.

Summary:
Total energy: -3421.0962 hartree
Molecular weight: 640.32 g/mol
Expectation value of S²: 0.76
ΔE to the lowest compared entry with this formula, charge and spin: 0.753 eV
Net charge: 0
2S+1: 2
LUMO (spin up / spin down): -0.715 / -0.702 eV

XYZ file:
```
71
C27H28BCoF4N9O ωB97M-V/def2-TZVPD
Co 0.23660 -0.04300 0.50856
C -2.52663 -3.39689 0.92413
C -3.29969 -2.11290 0.77823
C -4.66631 -2.14539 0.50242
C -5.34420 -0.95456 0.35950
C -4.65310 0.23669 0.51660
C -3.29530 0.19140 0.81441
N -2.64419 -0.96385 0.92850
C -2.51043 1.45641 1.06094
C -3.18246 2.66740 1.18245
C -2.49556 3.80441 1.56310
C -1.14821 3.71967 1.82122
C -0.51347 2.50900 1.61459
N -1.16960 1.40795 1.23571
C 0.95014 2.35898 1.81726
C 1.76864 3.45233 2.00031
C 3.11432 3.23928 2.23346
C 3.58842 1.94716 2.31149
C 2.72626 0.87953 2.08384
C 3.23702 -0.53059 2.17282
N 1.42866 1.10195 1.80743
H -2.90252 -4.15752 0.24004
H -2.62802 -3.78515 1.94195
H -1.46937 -3.22418 0.74162
H -5.17429 -3.09686 0.39840
H -6.40224 -0.94324 0.12535
H -5.17957 1.16959 0.38724
H -4.24501 2.73043 1.01494
H -3.01758 4.74777 1.67206
H -0.59762 4.58750 2.15291
H 1.38240 4.45482 1.91323
H 3.78472 4.08071 2.35396
H 4.62862 1.74575 2.52865
H 4.31812 -0.53519 2.30902
H 2.97968 -1.08105 1.27041
H 2.77089 -1.04752 3.01460
N -2.41969 1.49497 -3.80853
C -1.93997 0.39622 -3.15217
C -1.26483 0.56026 -1.92788
N -0.70712 -0.46183 -1.31502
C -0.85268 -1.68146 -1.86110
C -1.59005 -1.83626 -3.00911
N -2.13917 -0.80750 -3.66702
H -1.94675 2.36566 -3.62470
H -2.72363 1.34583 -4.75539
H -1.15691 1.54689 -1.50549
H -0.38319 -2.51734 -1.36234
H -1.75100 -2.82159 -3.43176
N 0.45322 -1.61574 1.57509
C 0.60316 -2.63078 2.12582
N 0.78118 -3.67464 2.82247
C 0.72837 -4.95436 2.50888
N 0.67975 -6.09598 2.29709
F 0.33267 3.98722 -0.90169
B 1.07800 2.98558 -1.56393
F 2.43465 3.29199 -1.62217
F 0.52552 2.73523 -2.83899
F 0.93811 1.73795 -0.78269
C 3.94786 -2.22289 -1.39369
C 3.96225 -0.96935 -2.28466
C 2.83993 -0.08906 -1.70509
O 2.17973 -0.89572 -0.69427
C 2.50279 -2.26685 -0.94492
H 4.58960 -2.07964 -0.52225
H 4.25893 -3.12831 -1.91445
H 3.74831 -1.22959 -3.32004
H 4.92412 -0.45697 -2.25982
H 2.11722 0.20702 -2.46662
H 3.20377 0.81362 -1.22453
H 1.86328 -2.67089 -1.73885
H 2.33345 -2.83252 -0.03155
```


[3]
Computed, not measured: a molecular structure, C35H52P4SSn in a non-equilibrium geometry, with ωB97M-V/def2-TZVPD.

Summary:
Total energy: -3341.3129 hartree
Molecular weight: 747.48 g/mol
Net charge: +4
LUMO (spin up / spin down): -13.077 / -13.473 eV

XYZ file:
```
93
C35H52P4SSn ωB97M-V/def2-TZVPD
Sn -0.15488 -0.14435 -1.46495
P 1.88802 0.82561 -0.05104
P -2.48911 2.20726 0.10639
P 0.65326 1.46537 -3.48377
H -0.10153 -5.68732 0.28218
C 0.35576 -5.01643 -0.45479
C 1.67874 -4.82330 -0.54418
H 2.39839 -5.30991 0.12107
C 2.29094 0.05040 1.54178
C 1.69676 2.58520 0.39929
C 3.47452 0.76454 -0.93698
C -3.82816 1.36453 -0.74746
C -2.94431 2.60040 1.78990
C -2.03956 3.66029 -0.84152
C 2.11512 0.84676 -4.37863
C 1.07269 3.21613 -3.16936
C -0.61808 1.56328 -4.78625
H -0.33087 -4.50688 -1.14278
H 2.09496 -4.19921 -1.34319
H 2.33981 -1.04235 1.44978
H 1.54514 0.30410 2.30792
H 3.27528 0.42164 1.86114
H 0.79103 2.73625 1.00290
H 1.64762 3.23466 -0.48456
H 2.56851 2.87496 1.00259
H 3.61661 -0.21672 -1.41172
H 4.26150 0.90921 -0.18312
H 3.55724 1.55374 -1.69726
H -4.75082 1.94038 -0.57442
H -3.96559 0.33735 -0.38002
H -3.63815 1.33697 -1.83073
H -3.92993 3.08740 1.78334
H -2.20204 3.27238 2.24300
H -2.98291 1.68743 2.40114
H -2.82829 4.41494 -0.71416
H -1.96044 3.40377 -1.90849
H -1.08093 4.06694 -0.49069
H 2.19000 1.38341 -5.33595
H 2.02477 -0.22952 -4.56907
H 3.02943 1.01078 -3.79394
H 1.14822 3.74176 -4.13337
H 2.03780 3.30236 -2.65172
H 0.29890 3.70131 -2.55751
H -0.14153 1.85455 -5.73559
H -1.38241 2.31030 -4.51746
H -1.10837 0.58770 -4.91587
C 0.18578 -2.67513 -4.04656
C -1.03270 -2.11163 -4.47260
C -1.60900 -2.53667 -5.66839
C -1.03080 -3.58088 -6.40076
C 0.11925 -4.22120 -5.91913
C 0.73250 -3.76786 -4.75705
S 1.07432 -2.03508 -2.70339
H -1.30991 1.38372 0.18799
H -1.49853 -1.33380 -3.86238
H -2.52124 -2.05325 -6.02508
H -1.48102 -3.90493 -7.34014
H 0.54279 -5.07113 -6.45510
H 1.64715 -4.22091 -4.37196
C -2.72558 0.77158 6.44939
C -1.80219 1.45334 5.64797
C -1.29436 0.85039 4.49955
C -1.73099 -0.44131 4.12521
C -2.65888 -1.11764 4.93010
C -3.14315 -0.51450 6.09426
P -1.03299 -1.16388 2.59398
C 0.27252 -2.25730 3.27294
C 0.91305 -3.13202 2.36533
C 1.96676 -3.93661 2.78069
C 2.41457 -3.87448 4.10654
C 1.80256 -2.99782 5.00464
C 0.74783 -2.18005 4.59166
C -2.34076 -2.37172 2.14113
C -2.21257 -3.76434 2.27024
C -3.21754 -4.61079 1.79700
C -4.37278 -4.08000 1.21739
C -4.52791 -2.69025 1.12102
C -3.52467 -1.84102 1.58262
H -3.11658 1.24444 7.35161
H -1.47184 2.45749 5.91840
H -0.55907 1.37380 3.88177
H -3.00278 -2.11364 4.64718
H -3.85201 -1.05676 6.72166
H 0.56580 -3.20555 1.33287
H 2.42643 -4.61459 2.06396
H 3.24251 -4.50823 4.42648
H 2.14590 -2.94392 6.03953
H 0.28275 -1.49052 5.29854
H -1.33170 -4.19892 2.74328
H -3.09083 -5.69030 1.88520
H -5.15432 -4.74488 0.84495
H -5.43612 -2.26887 0.68572
H -3.65480 -0.75695 1.52019
```


[4]
Computed, not measured: a molecular structure, C2HFMgO2 in a non-equilibrium geometry, with ωB97M-V/def2-TZVPD.

Summary:
Total energy: -526.8941 hartree
Molecular weight: 100.33 g/mol
Expectation value of S²: 0.76
Net charge: +1
2S+1: 2
LUMO (spin up / spin down): -7.644 / -7.546 eV

XYZ file:
```
7
C2HFMgO2 ωB97M-V/def2-TZVPD
C 0.40145 0.47439 -0.08384
C -0.01718 -0.89283 -0.04448
O 0.64733 -1.89555 -0.00505
O -0.56221 1.39738 0.00111
Mg 2.43639 0.95449 0.00122
H -1.46824 0.95875 0.06888
F -1.43754 -0.99663 0.06217
```


[5]
Computed, not measured: C10H14ClNO in the gas phase in a non-equilibrium geometry, with ωB97M-V/def2-TZVPD.

Summary:
Total energy: -979.5269 hartree
Molecular weight: 199.68 g/mol
ΔE to the lowest compared entry with this formula, charge and spin: 1.954 eV
Net charge: 0
LUMO: -0.917 eV

XYZ file:
```
27
C10H14ClNO ωB97M-V/def2-TZVPD
O 1.61731 -3.26244 -1.05553
Cl -0.98935 -2.19037 -1.87799
N 0.90842 -2.71173 -0.15048
C -0.06695 1.73828 0.70170
C -1.83466 0.12897 0.00870
C -0.03300 -0.56895 1.66919
C -0.02889 0.76981 -1.57543
C 1.69932 0.31958 0.14593
C -0.00209 -1.57433 -0.52407
C -1.03617 1.28015 -0.51254
C 0.77687 0.68332 1.32015
C -0.88929 -0.95936 0.50566
C 0.84514 -0.40228 -1.07543
H -0.69833 2.19919 1.51786
H 0.61713 2.59223 0.39003
H -2.42554 0.54282 0.77072
H -2.50372 -0.31948 -0.72114
H -0.66736 -0.40484 2.54269
H 0.67694 -1.37172 1.97743
H -0.67131 0.39294 -2.44923
H 0.53978 1.68581 -1.78247
H 2.43935 -0.43703 0.30141
H 2.15970 1.13974 -0.37708
H -1.64432 2.11034 -0.93890
H 1.31782 1.05805 2.18171
H -1.56614 -1.68209 0.90306
H 1.45935 -0.75662 -1.89597
```


[6]
Computed, not measured: C4H5N3O in the gas phase in a non-equilibrium geometry, with ωB97M-V/def2-TZVPD.

Summary:
Total energy: -394.8404 hartree
Molecular weight: 111.10 g/mol
SMILES string: C=Nn1cncc1O
ΔE to the lowest compared entry with this formula, charge and spin: 3.461 eV
Net charge: 0
LUMO: 0.519 eV

XYZ file:
```
13
C4H5N3O ωB97M-V/def2-TZVPD
C 2.60292 -0.21118 0.04736
N 1.50973 0.44302 -0.06370
N 0.28768 -0.09627 -0.04784
C -0.04527 -1.40662 -0.02398
N -1.39226 -1.52257 0.03928
C -1.89623 -0.23664 0.02350
C -0.81138 0.71437 0.05197
O -0.57042 1.98237 -0.05556
H 3.54056 0.35254 0.04811
H 2.77747 -1.23200 0.34164
H 0.60760 -2.26781 -0.31029
H -2.97721 -0.05448 -0.06603
H -1.32136 2.41401 0.34381
```


The highest net charge belongs to which entry?
C35H52P4SSn